A structure of composition C24H39BF2FeN4O4P, computed with ωB97M-V/def2-TZVPD.

```
! wB97M-V def2-TZVPD RIJCOSX def2/J DEFGRID3
* xyz -2 6
Fe 1.41 0.34 1.86
O -0.86 1.94 7.89
C -0.77 2.96 7.19
O -0.79 4.14 7.46
C -0.34 2.71 5.74
C -1.20 2.77 4.64
C -0.68 2.41 3.44
N 0.55 1.97 3.19
C 1.38 2.02 4.26
C 0.99 2.30 5.55
C 2.74 1.53 4.03
O 3.54 1.60 4.92
O 3.06 1.05 2.80
H -2.26 3.18 4.82
H -1.26 2.39 2.58
H 1.68 2.21 6.39
C 3.08 0.48 -3.24
C 2.78 0.41 -1.76
C 2.87 1.79 -1.14
C 3.84 -0.60 -1.01
P 0.89 -0.06 -1.38
N 0.84 -0.35 0.20
C 0.41 -1.72 -2.27
C 1.33 -2.74 -1.63
C 0.61 -1.52 -3.79
C -0.95 -2.14 -1.83
C -3.72 -0.18 -5.95
C -2.63 -0.32 -6.96
C -3.38 -0.22 -4.53
C -5.05 0.57 -6.30
H 4.00 0.88 -3.26
H 2.25 1.08 -3.73
H 3.11 -0.58 -3.70
H 3.60 2.44 -1.61
H 3.27 1.71 -0.11
H 1.88 2.34 -1.03
H 4.75 -0.09 -0.66
H 4.20 -1.48 -1.48
H 3.36 -0.85 -0.06
H 2.37 -2.82 -1.98
H 0.94 -3.78 -1.52
H 1.45 -2.45 -0.60
H 1.52 -1.75 -4.03
H 0.36 -0.46 -3.95
H -0.03 -2.04 -4.49
H -1.01 -2.12 -0.76
H -1.27 -3.18 -2.09
H -1.69 -1.39 -2.21
H -2.37 -1.31 -7.13
H -1.83 0.23 -6.57
H -2.90 0.12 -7.89
H -3.07 -1.27 -4.20
H -4.08 0.07 -3.79
H -2.53 0.55 -4.36
H -5.76 -0.01 -6.90
H -5.07 1.54 -6.88
H -5.67 0.80 -5.42
C 2.81 -2.15 4.35
C 1.38 -1.69 4.35
N 0.69 -1.12 3.42
C -0.49 -0.79 3.97
C -0.52 -1.02 5.30
N 0.64 -1.70 5.58
H 2.84 -2.77 5.23
H 3.44 -1.23 4.36
H 2.99 -2.63 3.37
H -1.20 -0.34 3.36
H -1.23 -0.89 6.03
H 1.13 -1.79 6.49
F -3.16 2.24 -0.40
B -2.92 1.00 -0.77
F -2.76 0.90 -2.11
C -2.99 -0.13 0.42
H -1.87 -0.35 0.53
H -3.51 -1.04 0.33
H -3.15 0.40 1.47
*
```

Calculated values
Gap between HOMO and LUMO (spin up / spin down): 0.152 / 0.157 Eh
HOMO (spin up / spin down): -0.13 / -0.35 eV
Maximum force: 5.62 eV/Å


A structure of composition C24H39BrN7O4SSbZr, computed with ωB97M-V/def2-TZVPD.

```
! wB97M-V def2-TZVPD RIJCOSX def2/J DEFGRID3
* xyz 2 1
Zr -0.73 0.96 0.17
C 5.12 -2.26 4.64
C 3.88 -1.59 4.14
C 3.19 -0.78 5.03
C 2.16 0.01 4.61
C 1.72 -0.05 3.23
C 2.36 -0.89 2.37
C 3.44 -1.61 2.83
S 0.23 0.84 2.86
O -0.69 -0.08 2.04
O -0.30 1.28 4.12
N 0.44 1.87 1.64
C 1.68 2.46 1.24
C 2.07 1.92 -0.13
O 3.13 2.12 -0.63
O 1.08 1.30 -0.69
H 5.50 -1.67 5.49
H 5.87 -2.35 3.85
H 4.97 -3.33 5.04
H 3.50 -0.92 6.05
H 1.66 0.58 5.40
H 2.09 -1.04 1.36
H 3.92 -2.27 2.11
H 2.51 2.17 1.91
H 1.65 3.54 1.12
C 0.87 1.93 -5.10
N -0.12 1.24 -4.28
C -0.45 -0.12 -4.85
C -0.39 1.54 -2.95
N -0.99 0.77 -2.14
N -0.12 2.90 -2.66
C -0.65 3.61 -1.60
N -0.48 4.98 -1.74
N -1.17 3.05 -0.61
H 0.63 1.77 -6.14
H 1.88 1.58 -4.89
H 0.84 3.02 -5.09
H -0.15 -0.04 -5.84
H -1.52 -0.23 -4.82
H 0.02 -0.94 -4.32
H -1.15 -0.15 -2.61
H 0.27 3.37 -3.47
H -0.76 5.49 -2.60
H -0.72 5.61 -0.94
H -1.56 3.72 0.01
Br -7.11 2.66 2.52
C -5.47 2.19 1.81
C -4.31 2.29 2.57
C -3.12 1.94 2.01
N -2.97 1.43 0.78
C -4.08 1.38 0.01
C -5.32 1.76 0.51
H -4.38 2.69 3.61
H -2.19 2.01 2.56
H -4.03 0.95 -1.01
H -6.14 1.53 -0.14
C 0.59 -4.00 1.59
C -0.62 -3.97 0.68
Sb -0.58 -2.19 -0.61
C -1.94 -2.67 -2.19
C -3.41 -2.18 -2.15
C 1.23 -2.52 -1.78
C 2.52 -1.95 -1.23
H 0.32 -4.63 2.43
H 0.85 -3.04 2.04
H 1.44 -4.51 1.12
H -1.53 -4.07 1.20
H -0.46 -4.81 -0.03
H -1.94 -3.74 -2.26
H -1.41 -2.26 -3.07
H -3.95 -2.66 -1.32
H -3.88 -2.60 -3.07
H -3.69 -1.14 -2.02
H 1.02 -2.21 -2.79
H 1.30 -3.61 -1.78
H 2.40 -0.92 -0.83
H 3.38 -1.93 -1.94
H 2.73 -2.57 -0.37
*
```

Calculated values
Gap between HOMO and LUMO: 0.307 Eh
HOMO: -14.10 eV
Maximum force: 3.80 eV/Å


A cluster of 3 separate species, C24H39IN2O4 in total, computed with ωB97M-V/def2-TZVPD.

```
! wB97M-V def2-TZVPD RIJCOSX def2/J DEFGRID3
* xyz 0 3
O 3.90 -7.88 1.20
C 3.12 -6.97 1.07
C 3.57 -5.56 0.95
C 2.83 -4.60 1.49
C 1.61 -5.01 2.22
O 1.23 -4.50 3.25
C 0.91 -6.18 1.61
I -1.18 -6.30 1.64
C 1.64 -7.15 1.07
H 4.47 -5.34 0.40
H 3.08 -3.56 1.43
H 1.22 -8.04 0.64
C 4.49 0.67 -2.06
C 3.83 -0.67 -2.45
C 3.27 -0.57 -3.87
C 2.00 0.28 -3.97
C 0.95 -0.19 -2.96
C 1.47 -0.27 -1.53
N 2.76 -1.04 -1.49
O 2.53 -2.31 -1.51
C 1.65 1.14 -0.95
C 0.44 -0.96 -0.65
C 4.93 -1.72 -2.41
H 4.61 0.74 -0.97
H 5.48 0.74 -2.50
H 3.95 1.55 -2.40
H 3.04 -1.58 -4.23
H 4.04 -0.17 -4.53
H 2.24 1.34 -3.81
H 1.59 0.21 -4.98
H 0.09 0.47 -2.99
H 0.59 -1.18 -3.27
H 2.17 1.10 0.01
H 0.68 1.59 -0.78
H 2.19 1.83 -1.60
H 0.16 -1.94 -1.03
H -0.47 -0.35 -0.61
H 0.81 -1.08 0.37
H 5.33 -1.83 -1.40
H 5.75 -1.41 -3.06
H 4.58 -2.69 -2.76
C -4.85 3.88 0.44
C -4.48 2.43 0.81
C -5.09 2.06 2.16
C -4.39 2.72 3.35
C -2.89 2.46 3.31
C -2.24 2.84 1.98
N -3.00 2.25 0.84
O -2.68 1.01 0.66
C -2.15 4.37 1.85
C -0.81 2.33 1.94
C -5.07 1.55 -0.28
H -4.19 4.27 -0.33
H -5.87 3.92 0.05
H -4.83 4.57 1.29
H -5.04 0.97 2.29
H -6.15 2.32 2.16
H -4.59 3.79 3.36
H -4.80 2.32 4.28
H -2.39 3.00 4.12
H -2.71 1.39 3.50
H -1.84 4.66 0.85
H -1.41 4.76 2.55
H -3.08 4.89 2.08
H -0.74 1.26 2.12
H -0.22 2.83 2.71
H -0.35 2.55 0.98
H -4.62 1.77 -1.25
H -6.14 1.73 -0.35
H -4.93 0.49 -0.08
*
```

Calculated values
Gap between HOMO and LUMO (spin up / spin down): 0.275 / 0.312 Eh
HOMO (spin up / spin down): -8.43 / -9.43 eV
Maximum force: 1.71 eV/Å


A structure of composition C24H40N3P2PdSbSe4, computed with ωB97M-V/def2-TZVPD.

```
! wB97M-V def2-TZVPD RIJCOSX def2/J DEFGRID3
* xyz 2 5
Pd -0.11 -0.34 -0.34
C -4.78 1.39 0.43
C -3.55 0.50 0.48
C -3.10 0.49 1.88
P -2.09 0.82 -0.55
C -2.60 1.41 -2.18
C -1.45 1.94 -2.99
C -3.32 0.23 -2.89
C -1.46 2.42 0.22
C -2.26 3.50 0.56
C -1.77 4.53 1.30
C -0.46 4.53 1.80
C 0.37 3.53 1.36
C -0.09 2.54 0.51
N 0.74 1.49 0.08
C 2.02 1.74 -0.31
C 2.54 3.01 -0.69
C 3.87 3.06 -1.21
C 4.68 1.95 -1.31
C 4.20 0.77 -0.78
C 2.89 0.63 -0.40
P 2.15 -1.06 -0.15
C 2.65 -1.55 1.53
C 2.54 -0.38 2.52
C 4.03 -2.21 1.50
C 3.08 -2.08 -1.39
C 2.62 -3.49 -1.38
C 2.84 -1.55 -2.76
H -5.63 0.84 0.72
H -4.99 1.73 -0.64
H -4.79 2.20 1.17
H -3.90 -0.48 0.22
H -2.74 1.41 2.25
H -2.31 -0.26 2.01
H -3.90 0.25 2.58
H -3.38 2.14 -1.93
H -0.81 1.10 -3.27
H -1.02 2.76 -2.48
H -1.88 2.43 -3.88
H -2.72 -0.67 -2.93
H -3.66 0.60 -3.89
H -4.23 0.02 -2.30
H -3.24 3.52 0.28
H -2.38 5.42 1.47
H -0.08 5.34 2.37
H 1.42 3.56 1.69
H 1.92 3.93 -0.78
H 4.24 4.00 -1.60
H 5.62 1.98 -2.03
H 4.81 -0.10 -0.93
H 1.80 -2.28 1.82
H 3.07 0.52 2.23
H 2.90 -0.79 3.43
H 1.49 -0.21 2.61
H 4.73 -1.42 1.23
H 4.11 -2.99 0.78
H 4.22 -2.68 2.49
H 4.09 -2.02 -1.10
H 1.64 -3.66 -1.93
H 2.50 -3.87 -0.39
H 3.29 -4.25 -1.82
H 1.79 -1.65 -2.98
H 3.46 -2.20 -3.41
H 3.07 -0.48 -2.88
Se -4.98 -4.87 -1.20
Sb -2.36 -3.89 0.31
Se -4.38 -2.78 1.29
Se -2.65 -6.24 -0.40
Se -0.85 -2.58 -1.05
N -1.30 -4.07 2.52
N -1.11 -2.73 2.90
H -2.05 -4.58 3.04
H -0.49 -4.67 2.56
H -0.46 -2.71 3.70
H -2.07 -2.44 3.29
*
```

Calculated values
Gap between HOMO and LUMO (spin up / spin down): 0.144 / 0.203 Eh
HOMO (spin up / spin down): -11.49 / -13.45 eV
Maximum force: 3.02 eV/Å


A structure of composition C24H41Cl2N5PPd, computed with ωB97M-V/def2-TZVPD.

```
! wB97M-V def2-TZVPD RIJCOSX def2/J DEFGRID3
* xyz 1 3
Pd -0.33 0.04 -0.33
Cl -0.18 -0.21 2.27
C -0.52 -1.94 2.21
Cl -0.41 -2.45 0.52
H -1.53 -2.11 2.57
H 0.22 -2.48 2.80
C -0.05 -0.43 -2.65
C -0.99 -1.44 -2.43
C -0.64 -2.81 -2.60
C -1.57 -3.81 -2.44
C -2.89 -3.49 -2.07
C -3.26 -2.15 -1.87
C -2.34 -1.15 -2.04
C -3.86 -4.50 -1.96
N -4.66 -5.32 -1.88
H -0.37 0.59 -2.83
H 0.90 -0.71 -3.07
H 0.37 -3.06 -2.89
H -1.30 -4.84 -2.60
H -4.28 -1.93 -1.60
H -2.65 -0.11 -1.97
C 2.91 -0.30 -1.26
N 4.35 -0.30 -1.18
C 4.78 -1.32 -0.24
N 4.21 -1.08 1.08
C 2.76 -1.07 0.99
N 2.27 -0.04 0.05
C 2.78 1.26 0.53
N 4.22 1.28 0.62
C 4.79 1.00 -0.69
C 4.66 0.23 1.54
H 2.59 -1.29 -1.60
H 2.59 0.47 -1.96
H 5.87 -1.32 -0.16
H 4.45 -2.30 -0.60
H 2.36 -0.87 1.98
H 2.43 -2.05 0.64
H 2.36 1.46 1.52
H 2.46 2.04 -0.17
H 5.88 1.01 -0.61
H 4.48 1.78 -1.39
H 4.24 0.43 2.53
H 5.75 0.24 1.59
C -2.11 2.71 -2.85
C -2.74 2.83 -1.46
C -3.15 4.28 -1.22
P -1.66 2.06 -0.12
C -0.47 3.33 0.59
C -1.04 4.43 1.47
C 0.39 3.89 -0.54
C -2.84 1.66 1.29
C -3.39 0.24 1.07
C -4.02 2.60 1.53
H -2.67 3.32 -3.56
H -2.13 1.69 -3.22
H -1.08 3.07 -2.85
H -3.64 2.21 -1.44
H -2.32 4.96 -1.40
H -3.53 4.44 -0.22
H -3.95 4.54 -1.92
H 0.18 2.70 1.22
H -1.71 5.08 0.92
H -0.21 5.05 1.84
H -1.55 4.03 2.34
H -0.16 4.63 -1.12
H 0.71 3.09 -1.21
H 1.27 4.38 -0.15
H -2.20 1.66 2.18
H -4.19 0.24 0.34
H -3.79 -0.15 2.01
H -2.60 -0.44 0.72
H -4.69 2.63 0.68
H -3.70 3.61 1.77
H -4.59 2.23 2.39
*
```

Calculated values
Gap between HOMO and LUMO (spin up / spin down): 0.295 / 0.243 Eh
HOMO (spin up / spin down): -10.25 / -11.33 eV
Maximum force: 1.15 eV/Å


A cluster of 5 separate species, C24H41ClO6Si in total, computed with ωB97M-V/def2-TZVPD.

```
! wB97M-V def2-TZVPD RIJCOSX def2/J DEFGRID3
* xyz 0 1
C 5.18 2.45 -0.69
C 5.91 1.14 -1.00
C 4.97 0.26 -1.79
O 4.81 0.48 -2.97
O 4.38 -0.73 -1.09
C 3.14 -1.19 -1.66
C 2.29 -1.88 -0.62
Si 1.67 -0.80 0.79
Cl -0.05 -1.74 1.53
C 1.29 0.98 0.32
C 0.13 1.05 -0.64
C 0.29 1.19 -1.98
C -0.77 1.23 -2.85
C -2.02 1.13 -2.34
C -2.22 1.00 -1.00
C -1.16 0.98 -0.15
H 5.62 2.97 0.16
H 5.13 3.09 -1.56
H 4.15 2.22 -0.41
H 6.16 0.61 -0.08
H 6.79 1.36 -1.59
H 3.39 -1.92 -2.43
H 2.61 -0.37 -2.13
H 1.42 -2.28 -1.14
H 2.80 -2.74 -0.18
H 2.63 -0.84 1.91
H 1.02 1.51 1.24
H 2.17 1.49 -0.06
H 1.28 1.28 -2.41
H -0.57 1.32 -3.90
H -2.87 1.14 -3.02
H -3.22 0.92 -0.61
H -1.30 0.88 0.92
C -4.66 0.01 3.77
C -3.16 -0.03 3.94
C -2.52 -1.33 4.38
O -2.49 0.96 3.73
H -4.96 1.00 3.45
H -4.96 -0.72 3.01
H -5.15 -0.23 4.71
H -2.72 -2.11 3.65
H -2.91 -1.63 5.35
H -1.45 -1.18 4.45
C 7.36 -1.15 -3.59
C 8.85 -1.26 -3.36
C 9.39 -2.63 -3.02
O 9.58 -0.30 -3.45
H 7.11 -0.12 -3.84
H 7.07 -1.79 -4.43
H 6.82 -1.45 -2.70
H 9.18 -3.33 -3.83
H 8.94 -2.99 -2.10
H 10.47 -2.57 -2.88
C -6.17 4.57 -3.04
C -4.93 4.09 -2.33
C -4.22 5.08 -1.43
O -4.51 2.96 -2.47
H -6.57 3.77 -3.65
H -6.92 4.88 -2.31
H -5.92 5.42 -3.69
H -4.89 5.40 -0.64
H -3.90 5.94 -2.01
H -3.35 4.60 -0.99
C -7.23 -3.15 4.26
C -5.84 -3.69 4.49
C -5.73 -5.02 5.19
O -4.86 -3.08 4.12
H -7.17 -2.19 3.74
H -7.81 -3.85 3.65
H -7.74 -3.00 5.21
H -6.24 -5.79 4.62
H -6.17 -4.95 6.19
H -4.68 -5.29 5.29
*
```

Calculated values
SMILES string: CCC(=O)OCC[Si@H](Cl)Cc1ccccc1.CC(C)=O.CC(C)=O.CC(C)=O.CC(C)=O
Gap between HOMO and LUMO: 0.342 Eh
HOMO: -8.65 eV
Maximum force: 1.95 eV/Å